# 1
A single C4H7NO4 molecule in a non-equilibrium geometry. Source: OMol25; level of theory: ωB97M-V with the def2-TZVPD basis set.

Geometry as ORCA input:
```
! RIJCOSX wB97M-V def2-TZVPD def2/J DEFGRID3
* xyz 0 1
O -0.0576 1.1430 1.9451
O -0.8456 1.2340 -1.2409
O 0.8574 -1.9352 0.8555
O -1.7275 -0.1808 1.2930
N -0.2137 -0.9266 -0.9369
C 0.0295 -1.9372 -0.0210
C 1.4311 0.8126 -0.4622
C -0.0337 0.4049 -0.4751
C -0.5530 0.4331 1.1219
H 1.5380 1.8107 -0.0301
H -0.8893 -1.0377 -1.6756
H -0.5512 -2.8344 -0.2887
H -2.0494 -0.0416 2.2002
H -0.7417 2.1472 -0.9358
H 1.8071 0.8048 -1.4910
H 1.9994 0.1034 0.1416
*
```

The energy relative to the best compared isomer or geometry (same formula, charge and spin) is 85.5 kJ/mol. As for the gap between HOMO and LUMO: 10.325 eV. The value obtained for the HOMO energy is -9.7 eV. The LUMO energy comes out at 0.61 eV.

Results of the Mulliken charge analysis, in e, for atoms 1 through 2: atom 1 (O): -0.558, atom 2 (O): -0.599

---

# 2
A 2-piece molecular cluster, C8H16NO overall in a non-equilibrium geometry. Source: OMol25; level of theory: ωB97M-V with the def2-TZVPD basis set.

Geometry as ORCA input:
```
! RIJCOSX wB97M-V def2-TZVPD def2/J DEFGRID3
* xyz 1 1
O 1.0373 -1.2901 0.2065
N 5.5657 0.4166 0.0827
C 5.5594 1.7270 0.5635
C -0.3760 -1.2329 -0.2837
C -2.7127 -0.5701 0.5403
C -3.3340 0.2985 -0.5758
C 1.9896 -0.9245 -0.4268
C -1.1682 -0.3570 0.6374
C 2.9225 -0.5917 -1.1037
C -4.9079 0.3763 -0.2533
H -0.9151 -0.7973 1.6853
H -5.3074 -0.6801 -0.2895
H -0.3444 -0.9199 -1.2919
H -0.6341 -2.3345 -0.3452
H -5.2436 0.8962 -1.1595
H -0.8563 0.7388 0.6691
H 5.6050 -0.3056 0.7414
H -3.1976 -0.4384 1.5441
H -3.1571 -0.2019 -1.6133
H -4.9160 0.7586 0.6963
H 4.4154 2.0073 0.7306
H 6.0148 1.7343 1.4922
H -3.0116 1.3459 -0.5667
H 6.1202 2.4513 -0.1470
H 3.6992 -0.4943 -1.7944
H -2.8469 -1.6126 0.2614
*
```

The energy relative to the best compared isomer or geometry (same formula, charge and spin) is 848.0 kJ/mol. As for the gap between HOMO and LUMO (alpha / beta): 9.397 / 4.859 eV. The value obtained for the HOMO energy (alpha / beta) is -13.4 / -13.1 eV. The LUMO energy (alpha / beta) comes out at -3.96 / -8.25 eV.

Results of the Mulliken charge analysis, in e, for atoms 1 through 2: atom 1 (O): -0.211, atom 2 (N): -0.382

---

# 3
An isolated ion of composition C6H15ClN3 and charge +1 in a non-equilibrium geometry. Source: OMol25; level of theory: ωB97M-V with the def2-TZVPD basis set.

Geometry as ORCA input:
```
! RIJCOSX wB97M-V def2-TZVPD def2/J DEFGRID3
* xyz 1 3
Cl 0.1409 -2.3952 1.8884
N -0.0605 0.2241 -0.0366
N -2.3119 0.2223 -0.0961
N 0.4182 0.6286 1.2089
C 2.0371 1.0838 -1.0306
C -0.5811 0.2640 2.2728
C 0.4985 -0.2922 -2.4035
C -1.2358 -0.7084 0.2240
C 0.9704 -0.1763 -0.8937
C -1.0321 -1.0738 1.7008
H 0.6408 1.6342 1.2945
H 1.4301 -1.0703 -0.2887
H 2.7884 0.9484 -0.3012
H -0.1265 0.1568 3.2968
H 1.2107 0.1176 1.5002
H 1.4357 1.9524 -0.8219
H 1.1960 -0.7886 -3.1258
H 0.0396 0.6767 -2.8093
H -2.0278 0.6435 -1.0228
H -1.3741 1.0670 2.3165
H -0.3915 -0.9052 -2.3877
H -3.1026 -0.2729 -0.2129
H 2.5439 1.1958 -1.9828
H -2.0044 -1.5005 2.0194
H -1.1021 -1.6318 -0.3086
*
```

As for the gap between HOMO and LUMO (alpha / beta): 5.050 / 5.571 eV. The value obtained for the HOMO energy (alpha / beta) is -8.1 / -14.0 eV. The expectation value of S² is 2.006. The LUMO energy (alpha / beta) comes out at -3.00 / -8.39 eV.

Results of the Mulliken charge analysis, in e, for atoms 1 through 2: atom 1 (Cl): -0.071, atom 2 (N): -0.022

---

# 4
A 2-piece molecular cluster, C4H10O overall in a non-equilibrium geometry. Source: OMol25; level of theory: ωB97M-V with the def2-TZVPD basis set.

Geometry as ORCA input:
```
! RIJCOSX wB97M-V def2-TZVPD def2/J DEFGRID3
* xyz 0 1
O 1.5660 -0.9299 -2.4411
C 0.9790 0.5559 0.0599
C -1.4378 -0.7279 0.4544
C 0.0342 -0.3810 0.8908
C 0.0246 1.5820 0.1478
H -0.2341 1.9855 1.1279
H 0.9418 -0.3118 -2.7894
H -2.1478 -0.2408 1.1122
H -1.5471 -1.7974 0.4729
H -0.2967 2.1759 -0.7062
H 1.8828 0.5929 0.6625
H 0.0268 -0.0581 1.9539
H -1.5860 -0.3343 -0.5494
H 1.3721 -0.7269 -1.4962
H 0.4223 -1.3841 1.1001
*
```

The energy relative to the best compared isomer or geometry (same formula, charge and spin) is 568.3 kJ/mol. As for the gap between HOMO and LUMO: 6.643 eV. The value obtained for the HOMO energy is -8.0 eV. The LUMO energy comes out at -1.31 eV.

Results of the Mulliken charge analysis, in e, for atoms 1 through 2: atom 1 (O): -0.701, atom 2 (C): -0.286

---

# 5
C27H19CrN6O2 as an isolated structure. Source: OMol25; level of theory: ωB97M-V with the def2-TZVPD basis set.

Geometry as ORCA input:
```
! RIJCOSX wB97M-V def2-TZVPD def2/J DEFGRID3
* xyz 2 4
Cr 0.1635 0.5766 0.0912
O 4.1068 1.2646 -0.2448
O 3.2608 -1.3351 0.5130
N 1.3372 -1.3803 -0.4399
N 0.8659 1.7808 -1.4498
N 0.1415 -0.3877 2.0175
N -1.3904 1.8447 0.2770
N 2.0040 0.7060 0.5792
N -1.3336 -0.6281 -0.3721
C -3.7283 2.1329 -0.0404
C -1.2757 3.1338 0.6266
C -3.6802 -0.9150 -0.5339
C -3.4652 -2.2840 -0.6928
C -0.3852 -1.3189 4.1325
C 2.8021 2.9297 -2.2484
C -2.6023 1.3385 -0.0470
C -1.1003 -1.9453 -0.4720
C 0.7093 3.1514 -3.3877
C 2.1744 2.0865 -1.3598
C 0.1482 2.3044 -2.4550
C 2.0669 -0.7072 0.8054
C -2.5824 -0.1155 -0.3593
C 0.3100 -2.3964 -0.3975
C 1.9978 -4.1565 -0.6583
C 2.0546 3.4780 -3.2800
C 2.9803 -3.2871 -0.8502
C -2.3668 3.9779 0.6636
C 0.8427 -1.9654 4.1679
C -0.7094 -0.5429 3.0347
C 0.6267 -3.6905 -0.4966
C -2.1897 -2.8017 -0.6454
C 2.9128 1.3338 -0.2747
C 1.7252 -1.8241 3.1009
C -3.6092 3.4692 0.3182
C 2.7464 -1.8224 -0.7500
C 1.3276 -1.0135 2.0687
H -0.1541 -4.4354 -0.5432
H 1.1111 -2.5771 5.0193
H 2.5154 4.1435 -3.9985
H 3.8585 3.1229 -2.1185
H -2.2391 5.0110 0.9548
H 2.6930 -2.3062 3.0692
H -1.0889 -1.4094 4.9480
H -0.2804 3.4816 0.8760
H 0.0979 3.5444 -4.1876
H -4.6798 -0.5044 -0.5291
H -4.4834 4.1074 0.3297
H 4.0023 -3.5885 -1.0463
H -4.6889 1.7186 -0.3114
H -1.6608 -0.0290 2.9678
H -2.0484 -3.8656 -0.7516
H -4.3072 -2.9486 -0.8359
H -0.8983 2.0313 -2.5070
H 3.1835 -1.2661 -1.5794
H 2.1813 -5.2218 -0.6970
*
```

The energy relative to the best compared isomer or geometry (same formula, charge and spin) is 13.4 kJ/mol. As for the gap between HOMO and LUMO (alpha / beta): 7.675 / 7.284 eV. The value obtained for the HOMO energy (alpha / beta) is -14.3 / -14.3 eV. The expectation value of S² is 3.781. The LUMO energy (alpha / beta) comes out at -6.58 / -6.98 eV.

Results of the Mulliken charge analysis, in e, for atoms 1 through 2: atom 1 (Cr): -0.187, atom 2 (O): -0.540

---

# 6
A single C4H5NS molecule in a non-equilibrium geometry. Source: OMol25; level of theory: ωB97M-V with the def2-TZVPD basis set.

Geometry as ORCA input:
```
! RIJCOSX wB97M-V def2-TZVPD def2/J DEFGRID3
* xyz 0 1
S -3.0069 -0.2504 -0.2840
N 1.4525 -1.7591 0.2712
C 0.8031 0.6030 0.0496
C 1.5995 -0.5207 -0.0088
C -1.6292 0.1462 0.6772
C -0.4947 0.7901 0.2265
H 0.4879 -2.0471 0.4809
H 1.3009 1.4335 -0.2047
H -0.7667 1.8852 0.3764
H 2.6151 -0.1250 -0.1552
H -2.3614 -0.1558 -1.4290
*
```

The energy relative to the best compared isomer or geometry (same formula, charge and spin) is 424.0 kJ/mol. As for the gap between HOMO and LUMO: 7.613 eV. The value obtained for the HOMO energy is -8.4 eV. The LUMO energy comes out at -0.77 eV.

Results of the Mulliken charge analysis, in e, for atoms 1 through 2: atom 1 (S): -0.041, atom 2 (N): -0.627